# 1
125
Properties=species:S:1:pos:R:3:mulliken_charge:R:1 method="wB97M-V/def2-TZVPD" homo_energy_ev=-11.23 charge=+1
C 3.725 -2.412 4.497 -0.76
C 3.779 -1.064 5.376 -0.46
C 5.189 -0.344 5.009 -0.62
C 4.988 0.530 3.682 -0.15
O 5.687 0.026 2.514 -0.50
C 4.953 0.346 1.302 -0.31
C 4.432 1.879 1.149 -1.07
C 3.678 1.825 -0.302 1.40
C 2.262 1.046 -0.119 -0.04
C 1.621 0.589 -1.436 -0.48
C 0.273 -0.211 -1.301 -0.67
C -0.131 -0.377 0.217 -0.37
C 0.636 0.193 1.415 -0.30
N 1.843 0.910 1.222 -0.17
C 3.606 3.256 -1.062 0.31
C 2.704 4.300 -0.245 -1.05
F 4.954 3.758 -1.220 -0.34
C 4.734 0.800 -1.016 -1.05
N 5.656 0.131 0.004 0.62
Br 7.412 0.813 0.043 0.25
C 5.875 -1.288 -0.497 -0.69
O 6.897 -1.991 0.211 -0.11
C 7.681 -2.851 -0.651 -0.41
C 7.800 -4.369 -0.097 -0.50
O 6.480 -4.984 -0.086 -0.30
C 6.624 -6.353 -0.594 -0.28
C 5.405 -7.306 -0.113 -0.90
H 3.822 -2.133 3.382 0.04
H 4.653 -3.032 4.785 0.28
H 2.801 -3.051 4.694 0.34
H 2.871 -0.420 5.097 0.25
H 3.686 -1.274 6.497 0.33
H 6.053 -1.082 4.956 0.31
H 5.378 0.396 5.871 0.27
H 3.852 0.574 3.474 0.08
H 5.332 1.607 3.900 0.27
H 4.074 -0.382 1.348 0.28
H 5.315 2.594 1.045 0.45
H 3.833 2.321 2.007 0.46
H 2.102 0.785 -2.455 0.35
H -0.306 -0.633 -2.179 0.44
H -1.082 -0.977 0.445 0.36
H 0.249 0.031 2.482 0.36
H 3.157 3.062 -2.107 0.37
H 1.744 4.514 -0.823 0.27
H 2.382 3.831 0.757 0.28
H 3.325 5.224 -0.007 0.35
H 4.245 -0.056 -1.587 0.41
H 5.427 1.331 -1.749 0.18
H 4.901 -1.896 -0.346 0.27
H 6.110 -1.177 -1.623 0.53
H 7.300 -2.946 -1.721 0.31
H 8.762 -2.450 -0.713 0.15
H 8.397 -4.929 -0.915 0.41
H 8.352 -4.428 0.897 0.26
H 7.595 -6.832 -0.206 0.31
H 6.653 -6.374 -1.747 0.27
H 4.597 -6.660 0.383 0.23
H 4.989 -7.848 -1.023 0.27
H 5.805 -8.077 0.629 0.26
C -3.157 2.172 -1.269 -1.30
C -4.392 1.298 -1.229 0.63
C -5.490 1.849 -0.369 -0.46
O -6.181 0.669 0.034 -0.30
C -5.266 -0.340 0.023 0.58
O -5.446 -1.424 0.499 -0.57
O -4.117 0.047 -0.602 -0.33
H -2.453 1.790 -2.014 0.32
H -3.411 3.202 -1.529 0.23
H -2.633 2.163 -0.310 0.34
H -4.746 1.098 -2.247 0.19
H -6.153 2.521 -0.921 0.51
H -5.127 2.364 0.527 0.27
C -8.566 -0.385 -1.369 -1.26
C -10.026 -0.545 -1.007 0.62
C -10.571 -1.911 -1.300 -0.35
O -11.953 -1.650 -1.515 -0.32
C -12.039 -0.369 -1.973 0.59
O -13.025 0.115 -2.448 -0.56
O -10.853 0.287 -1.819 -0.37
H -8.194 0.576 -1.011 0.22
H -7.956 -1.175 -0.925 0.35
H -8.424 -0.390 -2.454 0.32
H -10.189 -0.268 0.040 0.25
H -10.431 -2.599 -0.464 0.18
H -10.156 -2.361 -2.208 0.32
C -3.982 7.460 -3.670 -1.42
C -5.275 6.977 -3.049 0.52
C -5.540 7.552 -1.689 -0.54
O -6.340 6.544 -1.083 -0.30
C -5.992 5.366 -1.670 0.52
O -6.318 4.286 -1.266 -0.54
O -5.225 5.577 -2.776 -0.31
H -3.910 7.117 -4.705 0.35
H -3.922 8.551 -3.665 0.37
H -3.114 7.051 -3.145 0.34
H -6.113 7.161 -3.730 0.27
H -6.079 8.500 -1.737 0.33
H -4.635 7.687 -1.088 0.30
C 12.772 2.356 -2.345 -1.48
C 11.471 1.893 -1.725 0.56
C 11.202 2.491 -0.375 -0.50
O 10.389 1.498 0.242 -0.30
C 10.733 0.306 -0.328 0.56
O 10.398 -0.764 0.090 -0.52
O 11.508 0.496 -1.431 -0.32
H 12.847 1.997 -3.374 0.36
H 12.841 3.446 -2.356 0.38
H 13.633 1.948 -1.808 0.36
H 10.639 2.073 -2.414 0.24
H 10.671 3.442 -0.442 0.33
H 12.104 2.628 0.229 0.31
C -12.396 -6.403 0.895 -1.41
C -11.805 -5.435 1.897 0.43
C -12.729 -5.112 3.036 -0.50
O -12.297 -3.813 3.420 -0.34
C -11.767 -3.232 2.307 0.61
O -11.493 -2.069 2.216 -0.50
O -11.592 -4.153 1.312 -0.25
H -11.635 -6.703 0.169 0.35
H -12.775 -7.302 1.385 0.38
H -13.204 -5.938 0.325 0.36
H -10.841 -5.808 2.260 0.23
H -12.628 -5.816 3.863 0.32
H -13.782 -5.057 2.740 0.31



# 2
121
Properties=species:S:1:pos:R:3:mulliken_charge:R:1 method="wB97M-V/def2-TZVPD" e_above_lowest_ev=0.352 homo_energy_ev=-8.43 charge=+1
Y -0.058 -0.735 -0.212 0.72
N -1.844 -1.368 3.278 -0.30
C -3.044 -0.671 2.843 0.67
C -4.261 -1.597 2.650 -1.31
C -5.453 -1.072 1.842 -0.43
C -6.011 0.314 2.187 -0.83
N -6.020 0.632 3.619 -0.18
C -5.386 1.655 4.187 0.82
N -4.458 2.339 3.539 -0.13
N -5.703 1.985 5.451 -0.45
C -2.748 0.083 1.547 1.02
O -3.159 1.253 1.416 -1.01
O -2.136 -0.571 0.651 -0.85
H -1.520 -1.998 2.550 0.01
H -2.027 -1.913 4.112 0.32
H -3.275 0.076 3.604 -0.23
H -4.592 -1.917 3.643 0.48
H -3.903 -2.496 2.143 0.32
H -6.255 -1.809 1.919 0.55
H -5.184 -1.035 0.783 0.18
H -7.038 0.390 1.828 0.45
H -5.440 1.086 1.685 0.26
H -6.622 0.085 4.214 0.25
H -3.962 1.941 2.703 -0.01
H -4.062 3.151 3.981 0.26
H -6.530 1.627 5.893 0.19
H -5.129 2.622 5.974 0.20
C 7.234 -1.939 2.853 -0.97
O 6.200 -1.154 2.276 -0.46
C 4.971 -1.695 2.166 1.04
C 4.653 -2.993 2.610 -1.29
C 3.367 -3.440 2.445 -1.16
C 2.356 -2.662 1.853 0.13
C 1.030 -3.209 1.702 1.24
C 0.726 -4.605 2.174 -2.01
O 0.085 -2.586 1.177 -0.66
C 2.697 -1.350 1.392 -0.45
O 1.838 -0.568 0.802 0.92
C 4.009 -0.898 1.575 -0.33
H 8.124 -1.319 2.834 0.26
H 7.411 -2.846 2.271 0.38
H 6.998 -2.204 3.886 0.37
H 5.392 -3.631 3.067 0.43
H 3.132 -4.440 2.781 0.39
H 1.269 -5.318 1.549 0.40
H -0.340 -4.784 2.058 0.34
H 1.020 -4.763 3.211 0.48
H 4.276 0.089 1.222 0.56
C -0.626 1.663 4.471 -1.18
Sb 0.117 1.785 2.455 0.38
C -0.574 3.807 2.184 -1.13
C 2.122 2.274 3.021 -1.17
H -0.308 2.532 5.049 0.49
H -0.255 0.752 4.938 0.35
H -1.716 1.613 4.456 0.09
H -0.239 4.440 3.006 0.60
H -1.665 3.803 2.147 0.22
H -0.207 4.211 1.241 0.07
H 2.133 3.040 3.796 0.51
H 2.662 2.631 2.146 0.14
H 2.620 1.376 3.387 0.38
C 1.914 -5.964 -1.475 -0.70
C 2.544 -4.783 -1.116 -0.84
C 1.901 -3.562 -1.280 0.33
C 0.603 -3.496 -1.784 -0.31
C -0.022 -4.696 -2.150 -0.05
C 0.626 -5.909 -2.001 -0.62
N -0.094 -2.272 -1.855 0.72
C -0.686 -1.963 -3.072 -0.55
C -1.891 -1.245 -3.097 -0.22
C -2.495 -0.885 -4.295 -0.59
C -1.934 -1.256 -5.507 -0.68
C -0.742 -1.977 -5.498 -0.76
C -0.116 -2.312 -4.311 0.36
H 2.418 -6.914 -1.360 0.39
H 3.552 -4.802 -0.718 0.44
H 2.417 -2.643 -1.034 0.07
H -1.031 -4.660 -2.544 0.47
H 0.121 -6.823 -2.289 0.40
H -2.393 -1.039 -2.156 0.53
H -3.437 -0.347 -4.276 0.41
H -2.420 -1.007 -6.440 0.39
H -0.292 -2.282 -6.436 0.42
H 0.814 -2.867 -4.320 0.51
C 2.307 4.672 -0.652 -0.45
C 2.798 3.251 -0.803 -0.63
N 1.688 2.342 -0.563 1.12
C 0.446 2.557 -1.079 -0.31
N -0.371 1.526 -1.166 1.03
C -1.728 1.786 -1.668 -0.40
C -2.214 3.170 -1.297 -0.10
C -1.229 4.179 -1.840 -1.06
N 0.121 3.833 -1.413 0.30
C 1.129 4.875 -1.584 -0.71
H 3.096 5.382 -0.897 0.41
H 2.001 4.848 0.381 0.11
H 3.582 3.021 -0.082 0.32
H 3.219 3.090 -1.803 0.29
H 1.965 1.364 -0.576 -1.17
H -2.396 1.039 -1.242 -0.14
H -1.757 1.658 -2.757 -0.10
H -2.279 3.244 -0.210 -0.19
H -3.205 3.355 -1.712 0.47
H -1.443 5.182 -1.464 0.48
H -1.281 4.221 -2.935 0.30
H 0.643 5.831 -1.388 0.42
H 1.470 4.893 -2.627 0.29
C 3.384 1.476 -5.783 -1.02
N 3.250 0.462 -4.744 -0.18
C 2.370 0.498 -3.723 0.66
S 2.761 -0.232 -2.250 -0.37
N 1.195 1.130 -3.900 0.88
C 0.507 1.272 -5.180 -1.41
H 4.431 1.528 -6.070 0.38
H 3.086 2.454 -5.406 0.28
H 2.799 1.245 -6.672 0.29
H 4.082 -0.054 -4.510 0.34
H 0.597 1.056 -3.087 -0.77
H 0.761 0.448 -5.846 0.46
H 0.730 2.220 -5.669 0.40
H -0.562 1.214 -4.991 0.34



| no. | DFT total energy (eV) |
| --- | --- |
| 1 | -155083.66459 |
| 2 | -86059.87621 |